[1]
{
  "formula": "C58H50CdN3OP4STe",
  "method": "ωB97M-V with the def2-TZVPD basis set",
  "symbols": ["Cd", "Te", "C", "C", "C", "N", "C", "C", "C", "P", "C", "C", "C", "C", "C", "C", "C", "C", "C", "C", "C", "C", "P", "C", "C", "C", "C", "C", "C", "C", "C", "C", "C", "C", "C", "H", "H", "H", "H", "H", "H", "H", "H", "H", "H", "H", "H", "H", "H", "H", "H", "H", "H", "H", "H", "H", "H", "H", "H", "C", "C", "P", "C", "C", "C", "C", "C", "C", "C", "C", "C", "C", "C", "C", "C", "P", "C", "C", "C", "C", "C", "C", "C", "C", "C", "C", "C", "C", "H", "H", "H", "H", "H", "H", "H", "H", "H", "H", "H", "H", "H", "H", "H", "H", "H", "H", "H", "H", "H", "H", "H", "H", "H", "H", "N", "C", "O", "S", "N"],
  "positions_angstrom": [[1.06, 0.58, -0.68], [-0.83, -3.87, -2.90], [-1.50, -5.39, -1.56], [-2.85, -5.57, -1.30], [-3.24, -6.50, -0.34], [-2.38, -7.25, 0.35], [-1.09, -7.07, 0.10], [-0.60, -6.17, -0.84], [-0.13, -2.58, -1.46], [-1.11, -1.19, -0.93], [-0.93, -1.17, 0.89], [-1.22, -2.35, 1.71], [-1.56, -2.25, 3.01], [-1.88, -0.96, 3.59], [-1.81, 0.17, 2.87], [-1.21, 0.22, 1.54], [-2.89, -1.52, -1.22], [-3.77, -2.03, -0.27], [-5.12, -2.17, -0.56], [-5.61, -1.80, -1.80], [-4.75, -1.28, -2.75], [-3.40, -1.14, -2.46], [1.53, -1.97, -1.48], [2.53, -2.85, -2.72], [3.13, -4.08, -2.47], [3.84, -4.73, -3.47], [3.95, -4.15, -4.73], [3.37, -2.92, -4.98], [2.66, -2.27, -3.98], [2.35, -2.49, 0.08], [1.87, -3.54, 0.86], [2.48, -3.85, 2.07], [3.57, -3.11, 2.51], [4.05, -2.06, 1.74], [3.44, -1.75, 0.54], [-3.60, -4.98, -1.81], [-4.29, -6.65, -0.12], [-0.40, -7.69, 0.67], [0.47, -6.07, -0.99], [-1.16, -3.31, 1.21], [-1.73, -3.15, 3.59], [-2.27, -0.94, 4.60], [-2.21, 1.09, 3.28], [-1.56, 1.02, 0.89], [-3.40, -2.32, 0.71], [-5.79, -2.57, 0.20], [-6.67, -1.90, -2.02], [-5.12, -0.98, -3.72], [-2.73, -0.72, -3.21], [3.05, -4.53, -1.48], [4.30, -5.69, -3.27], [4.51, -4.66, -5.51], [3.47, -2.46, -5.95], [2.22, -1.30, -4.16], [1.00, -4.09, 0.51], [2.10, -4.67, 2.67], [4.03, -3.34, 3.46], [4.88, -1.46, 2.09], [3.81, -0.92, -0.05], [0.52, 4.99, 0.79], [-0.87, 4.71, 0.19], [-1.22, 3.17, -0.80], [-1.01, 3.68, -2.54], [-0.55, 4.91, -2.99], [-0.38, 5.16, -4.34], [-0.67, 4.18, -5.28], [-1.12, 2.94, -4.85], [-1.28, 2.69, -3.49], [-3.07, 3.25, -0.76], [-3.78, 2.09, -0.47], [-5.17, 2.08, -0.47], [-5.87, 3.24, -0.76], [-5.18, 4.41, -1.06], [-3.79, 4.41, -1.06], [0.82, 4.26, 2.11], [1.31, 2.50, 1.83], [1.09, 1.68, 3.45], [1.13, 0.26, 3.51], [1.35, -0.33, 4.78], [1.38, 0.41, 5.93], [1.20, 1.80, 5.88], [1.08, 2.40, 4.65], [3.16, 2.63, 1.90], [3.83, 3.21, 2.98], [5.21, 3.26, 3.03], [5.97, 2.70, 2.00], [5.32, 2.11, 0.93], [3.93, 2.08, 0.88], [0.54, 6.06, 1.01], [1.31, 4.80, 0.06], [-1.17, 5.58, -0.40], [-1.60, 4.66, 1.00], [-0.29, 5.69, -2.27], [-0.02, 6.13, -4.67], [-0.53, 4.37, -6.33], [-1.32, 2.15, -5.56], [-1.61, 1.71, -3.16], [-3.25, 1.17, -0.26], [-5.69, 1.15, -0.26], [-6.95, 3.23, -0.76], [-5.72, 5.31, -1.30], [-3.26, 5.32, -1.33], [-0.07, 4.27, 2.74], [1.60, 4.80, 2.65], [0.96, -1.55, 2.68], [1.44, -1.41, 4.82], [1.52, -0.09, 6.88], [1.18, 2.39, 6.79], [1.00, 3.48, 4.60], [3.26, 3.62, 3.81], [5.71, 3.71, 3.88], [7.05, 2.73, 2.04], [5.89, 1.67, 0.12], [3.45, 1.63, 0.02], [0.97, -0.57, 2.44], [0.21, -0.23, 1.27], [3.09, 1.36, -3.04], [2.47, 2.63, -2.62], [1.61, 2.66, -1.42]],
  "de_lowest_kcal_mol": 47.4,
  "gap_ev": 6.293,
  "homo_ev": -4.04,
  "charge": -1
}

---

[2]
{
  "formula": "C18H18N5O6",
  "method": "ωB97M-V with the def2-TZVPD basis set",
  "symbols": ["C", "C", "N", "C", "C", "C", "C", "C", "C", "C", "C", "C", "C", "C", "O", "O", "H", "H", "H", "H", "H", "H", "H", "H", "H", "H", "H", "H", "H", "H", "H", "H", "O", "N", "C", "C", "C", "N", "O", "O", "N", "C", "N", "C", "O", "H", "H"],
  "positions_angstrom": [[-1.99, 2.52, 3.32], [-1.01, 2.56, 2.15], [0.36, 2.09, 2.45], [1.39, 3.16, 2.38], [2.02, 3.42, 1.03], [0.77, 0.77, 2.14], [-0.03, -0.34, 2.78], [0.04, -1.61, 1.98], [-1.20, -2.30, 1.45], [-2.43, -1.70, 1.10], [-3.47, -2.46, 0.55], [-3.33, -3.83, 0.34], [-2.11, -4.45, 0.65], [-1.08, -3.69, 1.19], [1.12, -2.17, 1.72], [1.79, 0.58, 1.46], [-2.98, 2.83, 2.96], [-2.09, 1.52, 3.75], [-1.69, 3.22, 4.10], [-1.43, 2.01, 1.28], [-0.91, 3.61, 1.84], [0.90, 4.07, 2.75], [2.18, 2.88, 3.09], [2.74, 4.25, 1.12], [2.56, 2.53, 0.70], [1.27, 3.70, 0.28], [-1.04, -0.02, 3.07], [-2.56, -0.63, 1.25], [-4.43, -1.99, 0.31], [-4.14, -4.43, -0.08], [-1.97, -5.52, 0.49], [-0.14, -4.18, 1.42], [-0.75, -2.19, 4.64], [-0.47, -1.42, 5.58], [0.54, -0.45, 5.41], [1.35, -0.47, 4.24], [2.53, 0.26, 4.45], [3.70, 0.31, 3.68], [4.11, -0.34, 2.74], [4.43, 1.38, 4.18], [3.82, 1.93, 5.36], [2.70, 1.16, 5.53], [1.86, 1.21, 6.56], [0.83, 0.38, 6.50], [-1.04, -1.46, 6.70], [1.54, -1.38, 3.64], [0.22, 0.35, 7.40]],
  "de_lowest_kcal_mol": 81.5,
  "gap_ev": 6.996,
  "homo_ev": -4.59,
  "charge": -1
}

---

[3]
{
  "formula": "H4NP",
  "method": "ωB97M-V with the def2-TZVPD basis set",
  "symbols": ["N", "P", "H", "H", "H", "H"],
  "positions_angstrom": [[-1.18, -0.44, -0.49], [1.74, 0.50, 0.81], [-0.86, 0.32, 0.07], [-0.35, -0.97, -0.84], [-1.95, -0.95, -0.01], [2.59, 1.54, 0.45]],
  "de_lowest_kcal_mol": 58.7,
  "gap_ev": [7.388, 7.340],
  "homo_ev": [-9.01, -8.99],
  "charge": 0
}

---

[4]
{
  "formula": "C16H39N4O6",
  "method": "ωB97M-V with the def2-TZVPD basis set",
  "symbols": ["O", "H", "H", "H", "O", "C", "N", "C", "H", "H", "H", "H", "H", "O", "C", "N", "C", "H", "H", "H", "H", "H", "O", "C", "N", "C", "H", "H", "H", "H", "H", "C", "C", "N", "C", "C", "C", "C", "H", "H", "H", "H", "H", "H", "H", "H", "H", "H", "H", "H", "H", "H", "H", "O", "C", "O", "C", "C", "C", "H", "H", "H", "H", "H", "H"],
  "positions_angstrom": [[-0.84, 0.95, -0.11], [-0.84, 0.28, 0.58], [-0.63, 0.40, -0.87], [-0.12, 1.58, 0.01], [1.43, 1.96, -0.15], [2.29, 2.80, -0.32], [1.93, 4.05, 0.11], [3.69, 2.56, -0.88], [1.07, 4.13, 0.64], [2.61, 4.78, -0.02], [3.62, 2.33, -1.94], [4.20, 1.75, -0.35], [4.23, 3.49, -0.70], [-0.20, -0.98, 1.58], [-0.91, -1.54, 2.40], [-2.22, -1.41, 2.42], [-0.32, -2.36, 3.52], [-2.71, -1.60, 3.28], [-2.61, -0.96, 1.60], [-0.97, -3.19, 3.80], [-0.10, -1.74, 4.39], [0.55, -2.83, 3.07], [-3.25, -0.53, 0.07], [-4.13, 0.22, -0.36], [-4.04, 1.46, -0.02], [-5.18, -0.27, -1.40], [-3.41, 1.65, 0.76], [-4.54, 2.17, -0.53], [-4.91, -1.30, -1.62], [-5.09, 0.25, -2.35], [-6.20, -0.23, -1.01], [1.80, -1.47, -0.90], [1.27, -0.88, -2.16], [-0.20, -0.62, -2.14], [-0.66, 0.13, -3.32], [-2.08, 0.60, -3.13], [-0.92, -1.89, -1.92], [-0.78, -2.88, -3.13], [1.48, -2.49, -0.68], [1.68, -0.84, -0.01], [2.88, -1.47, -0.77], [1.82, 0.03, -2.39], [1.59, -1.60, -2.92], [-0.06, 1.04, -3.27], [-0.48, -0.45, -4.23], [-2.38, 1.44, -3.76], [-2.77, -0.20, -3.39], [-2.21, 1.09, -2.16], [-1.98, -1.64, -1.88], [-0.70, -2.39, -0.98], [-1.54, -3.66, -3.20], [0.21, -3.34, -3.05], [-0.89, -2.42, -4.11], [1.18, 1.17, 5.28], [1.85, 0.82, 4.25], [2.32, -0.47, 4.26], [3.08, -0.74, 3.07], [3.37, 0.59, 2.46], [2.31, 1.55, 3.04], [2.48, -1.39, 2.43], [4.06, -1.14, 3.36], [3.43, 0.54, 1.37], [4.32, 1.01, 2.79], [1.45, 1.53, 2.37], [2.66, 2.57, 3.20]],
  "multiplicity": 2,
  "gap_ev": [9.234, 3.302],
  "homo_ev": [-14.29, -14.29],
  "charge": 2
}

---

[5]
{
  "formula": "CH10ClN2Pt",
  "method": "ωB97M-V with the def2-TZVPD basis set",
  "symbols": ["C", "Pt", "N", "N", "H", "H", "H", "H", "H", "H", "H", "H", "H", "H", "Cl"],
  "positions_angstrom": [[0.86, -1.26, 1.44], [0.41, 0.19, 0.07], [-0.11, 1.83, -1.17], [-1.09, -0.96, -0.72], [0.58, 1.95, -1.92], [-0.48, 0.36, 1.43], [1.38, -0.83, 2.29], [1.56, -1.90, 0.87], [-0.01, -1.85, 1.75], [-1.02, -1.16, -1.72], [-2.03, -0.58, -0.60], [-1.13, -1.88, -0.28], [-1.02, 1.87, -1.61], [-0.04, 2.69, -0.62], [2.14, 1.53, 0.79]],
  "de_lowest_kcal_mol": 0.0,
  "multiplicity": 3,
  "gap_ev": [2.927, 8.642],
  "homo_ev": [-0.06, -5.48],
  "charge": -1
}

---

[6]
{
  "formula": "C4H8IN2",
  "method": "ωB97M-V with the def2-TZVPD basis set",
  "symbols": ["C", "C", "C", "C", "N", "N", "I", "H", "H", "H", "H", "H", "H", "H", "H"],
  "positions_angstrom": [[-0.37, 0.70, 0.05], [-0.32, -0.70, -0.54], [1.78, -0.66, 0.84], [-1.52, 1.69, -0.47], [0.40, 1.20, 0.85], [0.62, -1.45, 0.29], [3.43, 0.13, -0.24], [-1.34, -0.98, -0.17], [-0.29, -0.68, -1.67], [1.97, -0.81, 1.94], [-1.51, 2.52, 0.26], [-2.54, 1.24, -0.39], [-1.38, 1.97, -1.54], [0.16, -1.95, 1.09], [0.90, -2.22, -0.30]],
  "de_lowest_kcal_mol": 106.2,
  "gap_ev": [8.462, 8.395],
  "homo_ev": [-13.16, -12.91],
  "charge": 1
}

---

Results for DFT total energy: -127322.6745; -38686.7475; -10840.5859; -35453.8489; -19947.5902; -15347.5027 (in eV, following the order of the records).